Record 1
C5H16NOS | ωB97M-V with the def2-TZVPD basis set

Output
ΔE to the lowest compared entry with this formula, charge and spin: 88.2 kJ/mol
total charge: +1
gap between HOMO and LUMO: 9.341 eV
electronic energy: -728.0196 Ha
max |F|: 2.7 eV/Å
lowest unoccupied orbital energy: -3.05 eV

```
24
C5H16NOS ωB97M-V with the def2-TZVPD basis set
C 1.825 -1.531 0.365
C 1.286 -0.192 -0.057
C 0.117 0.245 0.856
C -0.796 1.269 0.213
S 0.104 2.476 -0.844
C -1.263 3.568 -1.201
N 2.411 0.854 0.159
H 2.271 -2.121 -0.449
H 1.073 -2.255 0.672
H 2.635 -1.543 1.098
H 1.097 -0.045 -1.112
H -0.333 -0.681 1.209
H 0.580 0.585 1.793
H -1.423 0.790 -0.483
H -1.303 1.916 0.909
H -1.355 4.376 -0.474
H -2.170 2.961 -1.179
H -1.279 4.091 -2.157
H 2.506 1.519 -0.547
H 2.178 1.424 0.969
H 3.292 0.408 0.415
H -4.511 -5.820 -0.321
H -3.356 -6.577 0.270
O -3.585 -5.716 -0.105
```

***

Record 2
C5H16NOSi | ωB97M-V with the def2-TZVPD basis set

Output
ΔE to the lowest compared entry with this formula, charge and spin: 654.3 kJ/mol
total charge: +1
gap between HOMO and LUMO (alpha / beta): 8.194 / 8.579 eV
electronic energy: -619.1213 Ha
max |F|: 4.7 eV/Å
lowest unoccupied orbital energy (alpha / beta): -3.62 / -3.39 eV

```
24
C5H16NOSi ωB97M-V with the def2-TZVPD basis set
C 1.001 -1.651 -0.033
C 2.751 0.207 -0.034
C -0.429 2.460 -1.225
C 1.331 -0.225 -0.525
C 0.177 0.505 0.000
N 0.033 0.282 1.566
O -0.228 1.657 -0.290
Si -3.489 -0.883 -0.170
H 1.772 -2.308 -0.425
H 1.159 -1.706 1.025
H 0.072 -2.077 -0.241
H 3.372 0.662 -0.804
H 3.109 -0.676 0.391
H 2.769 0.819 0.890
H -0.143 2.379 -2.321
H -1.083 3.343 -0.933
H -3.033 0.505 -0.154
H 1.380 -0.106 -1.599
H 0.929 -0.183 1.852
H 0.008 1.263 1.997
H -0.890 -0.149 1.652
H -4.423 -1.172 1.017
H -2.119 -1.594 -0.130
H -4.026 -1.352 -1.506
```

***

Record 3
C5H16O2 | ωB97M-V with the def2-TZVPD basis set

Output
⟨S²⟩: 0.751
ΔE to the lowest compared entry with this formula, charge and spin: 83.3 kJ/mol
total charge: -1
gap between HOMO and LUMO (alpha / beta): 2.606 / 10.308 eV
spin multiplicity: 2
electronic energy: -350.5007 Ha
max |F|: 2.4 eV/Å
lowest unoccupied orbital energy (alpha / beta): 3.55 / 3.45 eV

```
23
C5H16O2 ωB97M-V with the def2-TZVPD basis set
C -1.164 -1.871 1.518
C -0.349 -0.579 1.318
C -0.714 0.640 0.511
C 0.338 1.753 0.626
C 0.127 2.651 1.857
H -1.978 -1.612 2.207
H -0.534 -2.581 2.039
H -1.552 -2.220 0.571
H 0.568 -1.024 0.933
H 0.111 -0.202 2.222
H -1.031 0.340 -0.499
H -1.656 1.125 0.816
H 1.299 1.250 0.740
H 0.340 2.290 -0.299
H 0.180 3.729 1.734
H -0.841 2.363 2.289
H 0.794 2.367 2.676
H 3.157 -0.119 -2.545
H 1.719 0.622 -1.980
O 2.191 -0.032 -2.522
H -1.329 -1.999 -1.899
H -0.142 -1.576 -2.892
O -0.748 -2.273 -2.612
```

***

Record 4
C5H16O2 | ωB97M-V with the def2-TZVPD basis set

Output
ΔE to the lowest compared entry with this formula, charge and spin: 230.4 kJ/mol
total charge: 0
gap between HOMO and LUMO: 10.983 eV
SMILES: CCCCC.O.O
electronic energy: -350.4945 Ha
max |F|: 5.1 eV/Å
lowest unoccupied orbital energy: 0.66 eV

```
23
C5H16O2 ωB97M-V with the def2-TZVPD basis set
C 0.624 -1.591 -2.464
C 0.121 -0.772 -1.149
C 1.443 -0.238 -0.497
C 2.137 -1.126 0.423
C 1.716 -1.313 1.855
H 0.405 -2.762 -2.297
H 0.025 -1.259 -3.325
H 1.775 -1.660 -2.478
H -0.581 -0.039 -1.533
H -0.532 -1.180 -0.391
H 2.148 0.199 -1.334
H 1.104 0.716 -0.018
H 2.115 -2.103 0.007
H 3.201 -0.681 0.407
H 2.489 -1.051 2.608
H 0.970 -0.470 1.977
H 1.162 -2.227 2.086
O -3.235 4.951 1.929
H -3.832 5.304 2.589
H -2.350 4.698 2.367
O -3.624 1.110 -0.604
H -4.349 1.021 -0.004
H -2.932 0.472 -0.154
```

***

Record 5
C5H16O3 | ωB97M-V with the def2-TZVPD basis set

Output
ΔE to the lowest compared entry with this formula, charge and spin: 177.8 kJ/mol
total charge: 0
gap between HOMO and LUMO: 9.913 eV
SMILES: C/C=C/CC.O.O.O
electronic energy: -425.7430 Ha
max |F|: 7.0 eV/Å
lowest unoccupied orbital energy: 0.43 eV

```
24
C5H16O3 ωB97M-V with the def2-TZVPD basis set
C -1.164 1.998 0.359
C 0.156 1.226 0.564
C 0.866 1.380 1.596
C 2.176 0.591 1.945
C 2.648 -0.355 0.842
H -1.995 1.545 -0.216
H -0.912 2.926 -0.153
H -1.330 2.287 1.362
H 0.339 0.456 -0.315
H 0.751 2.122 2.454
H 3.015 1.175 2.189
H 1.887 0.119 2.893
H 2.248 -0.087 -0.232
H 2.430 -1.427 0.894
H 3.731 -0.184 0.589
O -0.606 -3.190 -2.103
H 0.305 -3.017 -2.335
H -1.125 -2.698 -2.775
O -2.233 -1.683 0.005
H -2.816 -2.417 0.268
H -1.837 -2.185 -0.744
O -2.349 0.284 -2.662
H -2.768 0.730 -1.967
H -1.419 0.404 -2.457
```

***

Record 6
C5H16O4 | ωB97M-V with the def2-TZVPD basis set

Output
ΔE to the lowest compared entry with this formula, charge and spin: 94.9 kJ/mol
total charge: 0
gap between HOMO and LUMO: 9.532 eV
SMILES: CC/C=C/CO.O.O.O
electronic energy: -500.9844 Ha
max |F|: 8.1 eV/Å
lowest unoccupied orbital energy: 0.16 eV

```
25
C5H16O4 ωB97M-V with the def2-TZVPD basis set
C 1.744 2.104 1.756
C 0.335 2.400 1.173
C 0.254 1.783 -0.264
C -0.215 0.570 -0.463
C -0.155 -0.325 -1.623
O -1.378 -1.143 -1.616
H 2.019 2.833 2.450
H 2.622 2.150 1.182
H 1.870 1.122 2.279
H 0.129 3.528 1.001
H -0.411 2.139 1.883
H 0.744 2.311 -1.034
H -0.768 0.033 0.371
H 0.800 -0.941 -1.465
H -0.205 0.217 -2.588
H -1.135 -2.143 -1.430
O 0.843 -2.068 1.385
H 1.365 -1.245 1.428
H 1.416 -2.633 1.937
O -3.956 -0.060 -1.336
H -3.210 0.154 -1.961
H -3.530 -0.727 -0.799
O -0.003 -3.439 -0.883
H 0.677 -3.499 -1.409
H 0.150 -3.122 0.029
```

***

Record 7
C5H17MnN2OPS | ωB97M-V with the def2-TZVPD basis set

Output
⟨S²⟩: 3.847
total charge: +2
gap between HOMO and LUMO (alpha / beta): 7.617 / 7.690 eV
spin multiplicity: 4
electronic energy: -2275.2675 Ha
max |F|: 8.2 eV/Å
lowest unoccupied orbital energy (alpha / beta): -8.92 / -9.07 eV

```
28
C5H17MnN2OPS ωB97M-V with the def2-TZVPD basis set
Mn 0.143 0.314 0.335
H 0.673 2.010 0.398
H 0.868 2.405 -0.226
P -0.344 -0.329 -2.136
C 1.045 -1.176 -2.966
H 0.846 -1.321 -4.048
H 1.957 -0.583 -2.844
H 1.192 -2.154 -2.503
C -1.915 -1.096 -2.656
H -2.766 -0.508 -2.287
H -1.935 -1.146 -3.747
H -1.990 -2.117 -2.241
C -0.404 1.227 -3.188
H 0.553 1.764 -3.084
H -0.600 1.024 -4.237
H -1.190 1.890 -2.791
C 1.831 -0.408 0.328
O 2.985 -0.620 0.252
H -0.302 0.929 -1.120
H -0.248 -1.084 -0.701
N 0.162 -1.037 3.784
C -0.254 0.203 3.459
N 0.144 1.191 4.274
S -1.282 0.526 2.134
H 0.481 -1.236 4.714
H -0.195 -1.824 3.233
H -0.142 2.145 4.079
H 0.689 1.010 5.112
```

***

Record 8
C5H17N2O | ωB97M-V with the def2-TZVPD basis set

Output
⟨S²⟩: 0.751
ΔE to the lowest compared entry with this formula, charge and spin: 125.8 kJ/mol
total charge: 0
gap between HOMO and LUMO (alpha / beta): 3.593 / 10.844 eV
spin multiplicity: 2
electronic energy: -385.3164 Ha
max |F|: 1.8 eV/Å
lowest unoccupied orbital energy (alpha / beta): 0.76 / 0.59 eV

```
25
C5H17N2O ωB97M-V with the def2-TZVPD basis set
C 1.901 -0.100 0.882
C 1.430 1.210 0.279
C -0.008 1.676 0.683
C -1.002 1.841 -0.491
C -1.716 0.637 -1.102
N -1.971 -0.481 -0.153
N 1.962 -1.192 -0.117
H 2.808 0.007 1.468
H 1.140 -0.465 1.575
H 2.047 2.034 0.581
H 1.548 1.221 -0.808
H 0.010 2.624 1.208
H -0.354 0.914 1.376
H -1.780 2.448 -0.020
H -0.554 2.403 -1.276
H -2.700 0.981 -1.425
H -1.233 0.224 -1.982
H -1.200 -1.174 -0.320
H -1.883 -0.234 0.848
H -2.923 -0.923 -0.218
H 2.660 -1.888 0.121
H 2.220 -0.863 -1.039
H 0.505 -2.315 -0.088
H -0.562 -3.374 -0.491
O -0.373 -2.670 0.143
```